1.
Molecular formula: C18H33N6OReS3
Method: DFT, wB97M-V/def2-TZVPD

Each line ends with the natural charge from an NBO analysis.
Cartesian coordinates (Å):
H1 -4.264 0.215 0.711  0.251
C1 -1.495 -1.297 -4.461  -0.803
N1 -0.226 -2.620 2.838  -0.534
H2 -0.898 3.852 -1.970  0.284
C2 2.475 0.169 0.633  0.312
C3 -3.404 1.440 -0.823  -0.524
H3 -0.495 -1.427 -4.870  0.264
O1 -0.430 -1.007 -2.081  -0.940
H4 -1.802 -0.253 -4.471  0.260
N2 1.274 -0.198 0.937  -0.268
Re1 -0.282 0.152 -0.382  1.021
H5 -4.160 1.365 -1.605  0.282
H6 -0.572 -2.760 4.875  0.229
C4 3.662 -0.057 1.493  -0.694
H7 -2.179 -0.988 1.103  0.438
C5 -1.239 3.299 -1.096  -0.534
C6 -0.120 3.205 -0.063  -0.245
H8 4.468 -0.490 0.902  0.266
H9 -0.799 -3.950 -1.954  0.273
C7 3.774 1.327 -1.191  -0.182
C8 0.289 -2.615 4.222  -0.227
N3 -2.150 -0.015 0.806  -0.591
N4 -0.269 1.987 0.797  -0.586
H10 -1.366 0.247 2.717  0.242
H11 2.557 2.373 -4.169  0.270
H12 1.044 -4.631 3.979  0.222
C9 -1.444 2.148 1.726  -0.242
C10 3.772 1.914 -2.448  -0.082
H13 0.570 1.958 1.379  0.431
H14 0.515 1.378 -3.171  0.218
C11 1.343 -3.688 4.437  -0.624
H15 -2.997 0.903 2.549  0.247
H16 4.680 1.274 -0.608  0.266
C12 -2.030 0.797 2.051  -0.251
H17 0.851 3.143 -0.549  0.230
H18 -3.522 -0.701 -0.596  0.231
C13 -3.407 0.185 0.031  -0.252
H19 0.685 -1.617 4.401  0.228
H20 3.421 -0.713 2.326  0.281
H21 2.306 -3.395 4.023  0.219
H22 1.472 -3.867 5.502  0.255
H23 -1.344 -4.022 -3.653  0.280
S1 -0.282 -2.088 0.196  0.090
H24 -2.129 3.809 -0.732  0.262
H25 -1.114 2.657 2.634  0.260
H26 -3.613 2.349 -0.263  0.246
C14 -0.764 -3.455 -2.925  -0.804
H27 4.682 2.335 -2.852  0.271
H28 -0.778 -3.420 2.549  0.423
H29 -2.222 -1.889 -5.015  0.284
S2 -1.535 -1.864 -2.778  1.249
C15 2.590 0.806 -0.693  0.144
H30 4.021 0.893 1.897  0.270
N5 1.433 0.855 -1.401  -0.480
H31 0.259 -3.312 -3.266  0.267
N6 1.015 -0.790 2.154  -0.439
H32 -0.115 4.100 0.566  0.255
S3 -1.791 1.651 -1.670  0.414
C16 2.592 1.944 -3.179  -0.211
C17 0.196 -1.811 1.884  0.292
H33 -2.161 2.804 1.239  0.212
C18 1.448 1.403 -2.624  0.073

HOMO-LUMO gap (spin up / spin down)	7.696 / 6.504	eV
energy above the lowest of the compared OMol25 structures with the same formula, charge and spin	7.8	kcal per mole
net charge	+3
electronic energy	-64801.45619	eV
E_HOMO (spin up / spin down)	-17.04 / -17.09	eV
strongest force on any atom	1.407	eV/A
spin multiplicity	2
LUMO level (spin up / spin down)	-9.3420 / -10.5897	eV


2.
Molecular formula: C18H33N6OReS3
Method: DFT, wB97M-V/def2-TZVPD

Each line ends with the natural charge from an NBO analysis.
Cartesian coordinates (Å):
H1 1.814 0.183 4.165  0.206
N1 -2.084 -0.688 -1.435  -0.636
H2 0.328 5.254 0.653  0.268
N2 -1.823 -0.400 1.393  -0.607
C1 1.650 -0.490 -2.617  0.152
N3 2.722 1.261 2.646  -0.528
H3 -3.756 0.484 1.291  0.252
H4 -3.530 -3.051 -0.061  0.254
H5 -2.783 -1.191 3.110  0.247
C2 -2.673 -1.998 -1.793  -0.253
Re1 -0.106 -0.778 -0.168  1.324
H6 -3.672 -1.192 0.777  0.212
C3 3.952 -0.144 4.271  -0.620
H7 -1.266 -3.417 2.702  0.287
H8 -1.889 -0.219 -2.321  0.426
H9 0.793 -3.777 -4.359  0.272
H10 -0.052 -3.252 -2.112  0.215
H11 3.362 2.022 2.445  0.437
C4 2.106 0.718 1.615  0.354
H12 2.782 0.013 -4.376  0.268
H13 -3.982 0.255 -1.161  0.239
H14 3.448 2.149 -1.290  0.278
C5 2.150 -0.722 -3.902  -0.175
H15 -2.875 -3.245 2.004  0.264
H16 -2.113 -2.377 -2.650  0.231
C6 -2.992 0.212 -0.698  -0.246
C7 2.738 0.745 4.000  -0.226
N4 0.824 -1.385 -2.007  -0.511
H17 2.238 -2.113 -5.534  0.273
H18 4.078 0.991 -2.468  0.272
S1 1.231 -0.823 1.817  -0.024
H19 2.759 1.602 4.679  0.239
C8 2.098 0.590 -1.765  0.301
H20 -2.638 -4.046 -1.185  0.281
C9 -1.878 -1.348 2.514  -0.255
H21 3.848 -0.560 5.269  0.247
H22 -2.379 4.918 0.369  0.273
C10 -2.287 3.878 0.081  -0.800
H23 -2.188 3.800 -0.998  0.243
H24 -3.169 3.344 0.420  0.239
C11 -3.143 -0.241 0.748  -0.251
S2 -0.804 3.179 0.890  1.249
C12 3.187 1.527 -2.141  -0.695
H25 -2.545 1.208 -0.734  0.251
O1 -0.613 1.842 0.202  -1.072
N5 2.153 1.234 0.419  -0.395
C13 1.841 -1.904 -4.553  -0.075
H26 4.875 0.426 4.236  0.233
C14 0.438 4.292 0.164  -0.799
C15 -2.650 -3.068 -0.700  -0.532
H27 4.011 -0.958 3.550  0.210
H28 -1.543 0.515 1.748  0.443
H29 -3.716 -1.870 -2.110  0.254
C16 1.035 -2.830 -3.903  -0.199
C17 -1.876 -2.808 2.035  -0.530
H30 1.423 3.884 0.362  0.257
N6 1.589 0.556 -0.557  -0.253
H31 0.288 4.389 -0.906  0.245
H32 -1.020 -1.170 3.166  0.251
S3 -1.152 -3.048 0.374  0.402
H33 2.883 2.170 -2.968  0.267
C18 0.551 -2.528 -2.641  0.067

HOMO-LUMO gap (spin up / spin down)	7.339 / 5.819	eV
energy above the lowest of the compared OMol25 structures with the same formula, charge and spin	20.3	kcal per mole
net charge	+3
electronic energy	-64799.76754	eV
E_HOMO (spin up / spin down)	-16.81 / -16.84	eV
strongest force on any atom	2.067	eV/A
spin multiplicity	4
LUMO level (spin up / spin down)	-9.4757 / -11.0181	eV